[1]
A 2-piece molecular cluster, C6H9N2O2 overall in a non-equilibrium geometry. Source: OMol25; level of theory: ωB97M-V with the def2-TZVPD basis set.

Structure (ORCA input):
```
! wB97M-V def2-TZVPD RIJCOSX def2/J DEFGRID3
* xyz -1 1
C 3.75992 0.56167 -1.98276
C 2.34552 0.45244 -1.35676
O 2.42542 0.82723 -0.13590
O 1.39304 0.06271 -2.04612
H 3.69860 0.99871 -2.98271
H 4.41619 -0.34955 -2.12081
H 4.38847 1.00454 -1.21677
C -3.67423 -0.81808 1.01070
C -0.31630 0.20351 1.84897
C -1.47471 -0.24844 0.07470
C -2.24061 -0.42920 1.22526
N -0.24862 0.21064 0.51700
N -1.46932 -0.36372 2.33607
H 0.57418 0.56697 -0.03844
H 0.26422 0.58437 2.75446
H -1.73934 -0.50349 -0.91353
H -4.13734 -1.45109 1.80468
H -3.71746 -1.46099 0.13166
H -4.24760 0.15179 1.09031
*
```

Values from the calculation:
Kohn-Sham gap: 8.37 eV
energy above the lowest of the compared OMol25 structures with the same formula, charge and spin: 37.3 kcal per mole

[2]
A 2-piece molecular cluster, C6H9N2P overall in a non-equilibrium geometry. Source: OMol25; level of theory: ωB97M-V with the def2-TZVPD basis set.

Structure (ORCA input):
```
! wB97M-V def2-TZVPD RIJCOSX def2/J DEFGRID3
* xyz 0 1
H -2.49545 2.41344 -0.70294
P -1.16117 2.32289 -1.04240
C -0.32233 2.10206 0.38367
C -0.94077 2.04585 1.70778
C 1.11223 1.95156 0.46075
N 2.22177 1.71211 0.63194
H -0.11499 1.79824 2.36316
H -1.73791 2.87652 1.93187
H -1.57201 1.08602 1.63621
C 1.70706 -2.58665 -0.58941
C 0.27505 -2.31997 -0.53667
C -0.41957 -1.33704 -1.09715
N -1.17656 -0.43791 -1.45839
H 2.24657 -2.34228 -1.52742
H 2.40944 -2.10637 0.23965
H 1.98757 -3.69110 -0.38784
H -0.11123 -2.89305 0.26586
H -1.90770 -0.59432 -2.27867
*
```

Values from the calculation:
Kohn-Sham gap: 8.01 eV
SMILES: [H]/P=C(\C)C#N.CC=C=N
energy above the lowest of the compared OMol25 structures with the same formula, charge and spin: 86.9 kcal per mole

[3]
A 2-piece molecular cluster, C6H9N3 overall in a non-equilibrium geometry. Source: OMol25; level of theory: ωB97M-V with the def2-TZVPD basis set.

Structure (ORCA input):
```
! wB97M-V def2-TZVPD RIJCOSX def2/J DEFGRID3
* xyz 0 1
C 2.33783 -0.57576 -0.61912
C 1.82389 0.39529 0.21845
C -0.57058 -1.46963 -0.04727
C -0.70266 0.73584 -1.29032
C -1.09103 0.54682 1.27564
C -0.46538 0.08710 0.01686
N 2.42533 -1.54448 -1.21506
N 2.22138 1.76820 0.43222
N 2.35147 1.01250 1.37748
H -0.17894 -1.81856 0.95278
H 0.05526 -1.97971 -0.91144
H -1.67076 -1.75720 0.00033
H -1.91821 0.84130 -1.39548
H -0.31010 1.70601 -1.27512
H -0.55431 0.02820 -2.27547
H -1.57990 -0.29405 1.76430
H -1.78797 1.33600 0.92757
H -0.38532 0.98215 2.06368
*
```

Values from the calculation:
Kohn-Sham gap (alpha / beta): 8.92 / 8.92 eV
energy above the lowest of the compared OMol25 structures with the same formula, charge and spin: 127.1 kcal per mole

[4]
One molecule with the formula C6H9N3 in a non-equilibrium geometry. Source: OMol25; level of theory: ωB97M-V with the def2-TZVPD basis set.

Structure (ORCA input):
```
! wB97M-V def2-TZVPD RIJCOSX def2/J DEFGRID3
* xyz 0 1
C -0.42098 -0.45740 1.65853
C -0.74778 -1.23696 -0.61068
N -0.15747 -0.20954 0.24359
C -0.53657 1.21567 -0.20991
C 0.75896 1.52394 -0.56474
C 1.34763 0.23111 -0.13720
N -1.75844 1.54934 -0.08384
C 2.00105 -0.54160 -1.16561
N 2.51716 -1.10950 -2.01845
H -1.94743 2.50997 -0.34444
H 1.20106 2.32963 -1.11494
H 1.92407 0.17059 0.79637
H -0.02461 -1.42833 1.95384
H 0.04181 0.32805 2.25182
H -0.41226 -2.23113 -0.30483
H -0.45557 -1.05462 -1.64587
H -1.83481 -1.16272 -0.52822
H -1.49580 -0.42649 1.82458
*
```

Values from the calculation:
Kohn-Sham gap: 7.96 eV
energy above the lowest of the compared OMol25 structures with the same formula, charge and spin: 58.5 kcal per mole

[5]
A 2-piece molecular cluster, C6H9N3 overall. Source: OMol25; level of theory: ωB97M-V with the def2-TZVPD basis set.

Structure (ORCA input):
```
! wB97M-V def2-TZVPD RIJCOSX def2/J DEFGRID3
* xyz 0 1
C 1.88894 -0.23220 -1.03333
C -0.08897 0.35202 0.49505
C -0.16333 -0.96295 1.04391
C 1.07852 0.82202 -0.33367
C -2.31850 0.28615 -0.87982
C -0.52165 -2.03723 1.65677
N -1.23918 -0.29680 -1.05832
N -0.83401 1.08603 1.28541
N 1.25540 2.07634 -0.35495
H -0.43467 2.01024 1.45204
H 2.05197 2.34084 -0.93383
H 2.38586 -0.87409 -0.29985
H 1.22931 -0.86323 -1.63149
H 2.64893 0.21395 -1.67572
H -2.45467 0.92727 0.02116
H -3.13864 0.17904 -1.59610
H -1.52696 -2.17190 2.05132
H 0.18164 -2.85550 1.79144
*
```

Values from the calculation:
Kohn-Sham gap (alpha / beta): 8.55 / 6.82 eV
energy above the lowest of the compared OMol25 structures with the same formula, charge and spin: 138.0 kcal per mole

[6]
One molecule with the formula C6H9N3 in a non-equilibrium geometry. Source: OMol25; level of theory: ωB97M-V with the def2-TZVPD basis set.

Structure (ORCA input):
```
! wB97M-V def2-TZVPD RIJCOSX def2/J DEFGRID3
* xyz 0 1
C 2.06138 -1.31806 0.22960
C -0.26858 -1.41266 0.18438
C 2.94868 -1.26309 1.15952
C 3.84055 -1.47877 2.06576
C -2.47693 0.35691 0.17738
C -1.41096 1.53967 -1.58739
N 0.83652 -2.02572 0.43875
N -0.35586 -0.29436 -0.56247
N -1.41817 0.49661 -0.58037
H 2.32953 -0.63012 -0.66991
H -1.02578 -2.10080 0.56911
H 4.61760 -2.32027 1.91546
H 3.89520 -0.78908 2.87493
H -3.09351 1.26942 0.11240
H -2.72456 -0.60201 0.59694
H -2.29856 2.20556 -1.44664
H -0.44968 2.10390 -1.40167
H -1.20710 1.23899 -2.67691
*
```

Values from the calculation:
Kohn-Sham gap (alpha / beta): 7.61 / 7.61 eV
energy above the lowest of the compared OMol25 structures with the same formula, charge and spin: 120.6 kcal per mole

[7]
One molecule with the formula C6H9N3O2 in a non-equilibrium geometry. Source: OMol25; level of theory: ωB97M-V with the def2-TZVPD basis set.

Structure (ORCA input):
```
! wB97M-V def2-TZVPD RIJCOSX def2/J DEFGRID3
* xyz 0 1
N 1.73088 -0.41529 1.33751
C 1.80390 0.29671 0.05014
C 0.95240 -0.68434 -0.75385
C -0.45313 -0.67660 -0.39846
C -1.49995 -0.31714 -1.30223
N -2.73085 -0.65949 -0.63313
C -2.34628 -1.29805 0.44862
N -1.00547 -1.28090 0.64678
C 1.23674 1.70695 0.06342
O 1.30338 2.41157 -0.91986
O 0.92855 2.07803 1.35960
H 0.63138 -0.15955 1.53081
H 2.22096 0.35024 1.95353
H 2.87748 0.19291 -0.44567
H 1.17341 -1.82756 -0.45852
H 0.93032 -0.37703 -1.85826
H -1.38781 0.14963 -2.21282
H -3.65799 -0.55091 -0.87117
H -2.94238 -1.76977 1.15487
H 0.23446 2.83059 1.30870
*
```

Values from the calculation:
Kohn-Sham gap: 9.20 eV
SMILES: N[C@@H](Cc1c[nH]cn1)C(=O)O
energy above the lowest of the compared OMol25 structures with the same formula, charge and spin: 65.7 kcal per mole

[8]
One molecule with the formula C6H9N3O3 in a non-equilibrium geometry. Source: OMol25; level of theory: ωB97M-V with the def2-TZVPD basis set.

Structure (ORCA input):
```
! wB97M-V def2-TZVPD RIJCOSX def2/J DEFGRID3
* xyz 0 1
N 2.82425 0.51660 -0.18232
C 1.41782 -0.04987 -0.36540
N 1.35815 -0.96393 -1.56930
N 1.12854 -0.90010 0.85553
C 0.27877 1.15268 -0.59652
C -1.15355 0.47908 -0.06576
C -1.93012 1.06858 1.09377
C -3.17221 -0.01327 1.18999
O -3.93341 0.08048 2.29224
O -3.26100 -0.91536 0.02642
C -1.93007 -0.86310 -0.59829
O -1.59350 -1.81864 -1.46821
H 2.72630 1.18578 0.63913
H 3.38864 -0.28690 0.20804
H 1.40546 -0.45119 -2.47691
H 2.03167 -1.75910 -1.51504
H 0.45975 -1.67804 0.65981
H 0.85696 -0.33334 1.69004
H 0.23162 1.50704 -1.71506
H 0.56129 2.04201 0.13604
H -1.69536 2.00060 1.76183
*
```

Values from the calculation:
Kohn-Sham gap: 8.02 eV
SMILES: NC(N)(N)CC1=CC(=O)OC1=O
energy above the lowest of the compared OMol25 structures with the same formula, charge and spin: 116.9 kcal per mole

[9]
An isolated ion of composition C6H9N4 and charge +1 in a non-equilibrium geometry. Source: OMol25; level of theory: ωB97M-V with the def2-TZVPD basis set.

Structure (ORCA input):
```
! wB97M-V def2-TZVPD RIJCOSX def2/J DEFGRID3
* xyz 1 1
C -2.31890 0.72204 -0.89050
C -1.39485 0.27507 0.08730
N -0.65782 1.18677 0.63040
C 0.51637 1.42736 1.14705
C 1.70550 1.20918 0.40206
C 1.96993 0.28077 -0.53419
N 1.26324 -0.85796 -0.70952
N 0.85214 -1.74599 0.31596
C -0.41555 -1.85351 0.80588
N -1.40197 -1.06331 0.65368
H -3.46403 0.49189 -0.56913
H -2.24068 0.14446 -1.82438
H -2.41620 1.85627 -1.00777
H 0.66375 2.07315 1.97965
H 2.63352 1.89813 0.57697
H 2.77166 0.49101 -1.08667
H 1.41551 -1.24436 -1.63262
H 1.30858 -2.64336 0.21337
H -0.79021 -2.64760 1.44247
*
```

Values from the calculation:
Kohn-Sham gap: 8.62 eV
SMILES: Cc1nccc[nH+][nH]cn1
energy above the lowest of the compared OMol25 structures with the same formula, charge and spin: 102.3 kcal per mole

[10]
A 2-piece molecular cluster, C6H9N5O2 overall in a non-equilibrium geometry. Source: OMol25; level of theory: ωB97M-V with the def2-TZVPD basis set.

Structure (ORCA input):
```
! wB97M-V def2-TZVPD RIJCOSX def2/J DEFGRID3
* xyz 0 1
C -2.98428 1.99365 -0.22001
N -1.73158 1.38502 -0.52031
C -1.46791 0.10946 -0.10664
O -2.30302 -0.69030 0.27841
N -0.17546 -0.34823 -0.39254
C 0.94592 0.17888 -0.03158
N 2.14327 -0.34470 -0.32900
C 3.06931 0.41372 0.37093
C 2.39336 1.33172 1.12033
O 1.08451 1.19019 0.93175
H -2.98586 2.42247 0.78217
H -3.22205 2.54680 -1.00501
H -3.66759 1.15484 -0.22906
H -0.84747 1.96662 -0.65576
H 2.34142 -1.34076 -0.62768
H 4.08492 0.14494 0.43818
H 2.56349 1.93687 1.95367
N -0.78562 -3.02055 -1.04570
C 0.25627 -2.73046 -0.43773
N 1.34559 -2.98581 0.01220
H -1.42559 -2.24215 -1.38694
H 1.36835 -3.07221 1.10033
*
```

Values from the calculation:
Kohn-Sham gap: 9.05 eV
SMILES: CNC(=O)/N=c1/[nH]cco1.N=C=N
energy above the lowest of the compared OMol25 structures with the same formula, charge and spin: 18.9 kcal per mole

[11]
One molecule with the formula C6H9NO in a non-equilibrium geometry. Source: OMol25; level of theory: ωB97M-V with the def2-TZVPD basis set.

Structure (ORCA input):
```
! wB97M-V def2-TZVPD RIJCOSX def2/J DEFGRID3
* xyz 0 1
N -2.24728 -0.42793 0.21386
C -0.96388 -0.26119 -0.55286
C 0.15089 -1.26504 -0.00861
C 1.48984 -1.13768 -0.56790
C 1.22460 -0.41516 0.78457
C 0.61048 0.99630 0.77329
O 0.60882 1.62509 -0.59255
C -0.55684 1.06533 -0.14688
H -2.55315 -1.48054 0.04840
H -2.20776 -0.33088 1.23739
H -1.15067 -0.33193 -1.56918
H -0.29540 -2.13242 0.59143
H 1.75573 -0.48951 -1.52553
H 2.28857 -1.91484 -0.44897
H 1.71002 -0.72330 1.65753
H 0.89910 1.66356 1.44554
H -1.31655 1.83926 0.11718
*
```

Values from the calculation:
Kohn-Sham gap: 10.20 eV
SMILES: N[C@@H]1[C@H]2C[C@H]2[C@H]2O[C@@H]12
energy above the lowest of the compared OMol25 structures with the same formula, charge and spin: 83.5 kcal per mole

[12]
One molecule with the formula C6H9NO in a non-equilibrium geometry. Source: OMol25; level of theory: ωB97M-V with the def2-TZVPD basis set.

Structure (ORCA input):
```
! wB97M-V def2-TZVPD RIJCOSX def2/J DEFGRID3
* xyz 0 1
C -2.51026 -0.19730 -0.11190
C 0.64943 -0.95793 1.05012
C 1.04391 -1.54727 -0.19667
C -0.01657 0.82895 -0.64510
C -0.20108 -0.47214 -0.16917
C 1.05307 1.74109 -0.14572
N -1.52089 -0.97727 -0.38882
O -2.47255 0.99510 0.13183
H -3.46693 -0.89807 -0.06400
H 0.12362 -1.68787 1.61290
H 1.05634 -0.07175 1.51654
H 2.00778 -1.28571 -0.67940
H 0.71971 -2.46360 -0.42817
H -0.49160 1.21408 -1.51281
H 0.97438 2.68624 -0.61884
H 2.02136 1.40122 -0.29676
H 1.03025 1.69224 0.94596
*
```

Values from the calculation:
Kohn-Sham gap (alpha / beta): 6.96 / 6.97 eV
energy above the lowest of the compared OMol25 structures with the same formula, charge and spin: 108.6 kcal per mole